[1]
{
  "formula": "C3H7N3O",
  "method": "wB97M-V/def2-TZVPD",
  "elements": ["N", "N", "C", "C", "N", "C", "O", "H", "H", "H", "H", "H", "H", "H"],
  "positions_angstrom": [[1.67541, 1.24268, 0.20820], [1.91089, 0.13682, -0.46993], [1.13632, -0.88625, -0.33929], [-0.07693, -0.95677, 0.54375], [-1.36608, -0.66551, -0.15107], [-1.81686, 0.60946, -0.29103], [-1.13273, 1.58453, -0.02356], [2.31947, 2.02511, -0.05506], [0.68514, 1.52759, 0.32684], [1.56665, -1.77111, -0.88487], [-0.19264, -1.92717, 1.00642], [0.08585, -0.17475, 1.29660], [-1.91489, -1.41049, -0.51985], [-2.87960, 0.66587, -0.64716]],
  "smiles": "N/N=C\\CNC=O",
  "multiplicity": 1,
  "total_energy_ha": -357.98157,
  "homo_energy_ha": -0.3093
}

[2]
{
  "formula": "C3H7N3O",
  "method": "wB97M-V/def2-TZVPD",
  "elements": ["H", "N", "C", "N", "C", "O", "N", "C", "H", "H", "H", "H", "H", "H"],
  "positions_angstrom": [[-4.03161, 0.13768, -0.89660], [-3.29524, 0.33476, -0.22308], [-2.22649, -0.25842, -0.55907], [-1.08461, -0.11667, 0.21813], [0.17384, -0.38540, -0.29152], [0.35408, -0.87293, -1.38909], [1.18824, 0.05264, 0.57126], [2.44307, 0.40725, -0.06688], [-2.06487, -0.89189, -1.43345], [-1.14752, 0.55437, 0.97300], [1.27635, -0.50460, 1.41172], [2.26376, 1.28846, -0.68581], [2.85240, -0.38071, -0.70249], [3.16999, 0.68218, 0.70046]],
  "smiles": "[H]/N=C/NC(=O)NC",
  "multiplicity": 1,
  "total_energy_ha": -358.03552,
  "homo_energy_ha": -0.3593
}